Formula: C2H18N2O5
Source: OMol25
Level of theory: ωB97M-V/def2-TZVPD

Output
Spin multiplicity   1
HOMO level   -9.70 eV
E_tot   -15583.3182 eV
Relative energy (zero: lowest compared OMol25 entry of this formula, charge and spin)   29.2 kJ/mol
Charge   0

```
27
C2H18N2O5, DFT ωB97M-V/def2-TZVPD
C 1.450 -0.696 1.803
C 1.388 -1.159 0.340
N 0.184 -1.926 -0.047
N 1.699 0.742 1.870
H 0.481 -0.888 2.265
H 2.229 -1.249 2.338
H 1.326 -0.237 -0.244
H 2.261 -1.672 -0.060
H -0.680 -1.533 0.259
H 0.241 -2.851 0.366
H 1.270 1.273 2.610
H 2.689 0.930 1.849
H 0.785 1.921 -1.111
H 0.871 2.062 0.383
O 0.717 2.589 -0.420
H 0.369 -1.237 -3.102
H 0.123 -1.349 -1.654
O -0.022 -0.695 -2.406
H -1.899 -0.817 -1.558
H -3.371 -0.731 -1.076
O -2.778 -1.214 -1.652
H -1.453 1.219 -0.700
H -1.190 1.374 -2.182
O -1.909 1.315 -1.545
H -1.991 2.249 1.056
H -1.569 0.840 1.282
O -1.223 1.738 1.338
```



Formula: C4H7NO2
Source: OMol25
Level of theory: ωB97M-V/def2-TZVPD

Output
Spin multiplicity   1
HOMO level   -10.08 eV
E_tot   -9847.1937 eV
Relative energy (zero: lowest compared OMol25 entry of this formula, charge and spin)   8.3 kJ/mol
Charge   0

```
14
C4H7NO2, DFT ωB97M-V/def2-TZVPD
C 0.177 1.448 -1.227
C -0.028 0.080 -0.622
C 0.852 -0.273 0.568
N 0.055 -1.358 1.099
C -1.276 -1.062 0.894
O -2.235 -1.560 1.421
O -1.343 -0.075 -0.051
H 0.276 2.227 -0.465
H -0.655 1.707 -1.888
H 1.094 1.428 -1.824
H 0.072 -0.696 -1.391
H 0.846 0.584 1.259
H 1.867 -0.579 0.297
H 0.299 -1.871 1.930
```



Formula: C8H10InN2S
Source: OMol25
Level of theory: ωB97M-V/def2-TZVPD

Output
Spin multiplicity   1
HOMO level (spin up / spin down)   -2.65 / -3.35 eV
E_tot   -27441.7382 eV
Relative energy (zero: lowest compared OMol25 entry of this formula, charge and spin)   357.4 kJ/mol
Charge   -1

```
22
C8H10InN2S, DFT ωB97M-V/def2-TZVPD
C 1.163 1.588 -1.619
C -0.174 1.348 -2.078
C -0.431 -0.031 -2.004
C 0.757 -0.682 -1.485
C 1.742 0.363 -1.252
In -0.013 -0.465 0.771
N 3.418 -1.357 1.643
C -0.955 1.104 1.714
C -2.155 1.032 0.959
H -1.338 -0.541 -2.321
H -0.853 2.108 -2.468
H 0.981 -1.743 -1.590
H 2.758 0.191 -0.911
H 1.647 2.566 -1.616
H -2.373 1.776 0.186
H -0.994 0.865 2.799
H 2.836 -0.486 1.825
H -3.004 0.469 1.329
H -0.306 1.978 1.549
S -1.591 -2.473 0.535
C -0.795 -3.417 1.638
N -0.320 -4.191 2.396
```



Formula: C21H20ClN5O
Source: OMol25
Level of theory: ωB97M-V/def2-TZVPD

Output
Spin multiplicity   1
HOMO level   -8.30 eV
E_tot   -44120.5242 eV
Relative energy (zero: lowest compared OMol25 entry of this formula, charge and spin)   170.6 kJ/mol
Charge   0

```
48
C21H20ClN5O, DFT ωB97M-V/def2-TZVPD
C -7.206 0.334 0.968
C -6.810 1.221 0.071
C -5.901 2.373 0.387
N -4.737 2.399 -0.480
C -3.554 1.782 -0.290
C -2.805 1.990 -1.428
C -1.449 1.531 -1.687
N -0.843 1.788 -2.842
N 0.383 1.225 -2.747
C 0.551 0.625 -1.556
C -0.590 0.791 -0.843
C -0.474 0.145 0.494
N 0.912 -0.384 0.444
C 1.349 -1.014 1.566
O 0.594 -1.113 2.525
C 2.743 -1.590 1.684
C 3.756 -1.518 0.587
C 4.733 -0.524 0.587
C 5.686 -0.439 -0.414
C 5.687 -1.369 -1.444
C 4.734 -2.374 -1.468
C 3.784 -2.436 -0.460
Cl 2.562 -3.672 -0.561
C 3.282 -1.494 3.103
C 2.805 -2.804 2.589
C 1.601 -0.152 -0.844
C -3.652 2.750 -2.261
N -4.817 2.988 -1.682
H -7.871 -0.478 0.707
H -6.879 0.391 2.001
H -7.136 1.153 -0.962
H -6.415 3.323 0.243
H -5.558 2.318 1.421
H -3.336 1.250 0.622
H 1.012 1.301 -3.524
H -0.575 0.833 1.336
H -1.179 -0.673 0.659
H 4.729 0.197 1.396
H 6.428 0.347 -0.389
H 6.431 -1.318 -2.229
H 4.715 -3.108 -2.261
H 4.348 -1.345 3.202
H 2.651 -0.980 3.812
H 1.856 -3.169 2.952
H 3.543 -3.549 2.327
H 1.829 -1.090 -1.352
H 2.529 0.407 -0.715
H -3.445 3.131 -3.247
```



Formula: C3H10N2O
Source: OMol25
Level of theory: ωB97M-V/def2-TZVPD

Output
Spin multiplicity   1
HOMO level   -8.66 eV
E_tot   -8299.6044 eV
Relative energy (zero: lowest compared OMol25 entry of this formula, charge and spin)   183.3 kJ/mol
Charge   0

```
16
C3H10N2O, DFT ωB97M-V/def2-TZVPD
C -2.327 -0.337 -0.515
C -2.188 0.023 0.753
O -1.101 0.688 1.220
H -3.146 -0.971 -0.820
H -1.575 -0.104 -1.259
H -3.028 -0.145 1.421
H -0.921 0.593 2.150
N 1.876 -0.537 0.690
C 1.959 -0.588 -0.765
N 1.396 0.593 -1.448
H 2.519 0.167 1.029
H 0.941 -0.360 1.019
H 2.980 -0.598 -1.110
H 1.337 -1.437 -1.039
H 0.543 0.852 -0.963
H 2.019 1.388 -1.413
```



Formula: C4H8Cl4
Source: OMol25
Level of theory: ωB97M-V/def2-TZVPD

Output
Spin multiplicity   1
HOMO level   -10.73 eV
E_tot   -54367.4150 eV
Relative energy (zero: lowest compared OMol25 entry of this formula, charge and spin)   54.3 kJ/mol
Charge   0

```
16
C4H8Cl4, DFT ωB97M-V/def2-TZVPD
Cl 16.534 8.502 3.312
C 17.530 9.850 2.681
C 18.404 10.541 3.800
Cl 19.679 9.411 4.403
H 16.877 10.515 2.117
H 18.150 9.402 1.903
H 17.862 10.796 4.711
H 18.986 11.428 3.550
Cl 17.382 9.654 10.972
C 18.403 9.075 12.285
C 19.904 8.999 11.717
Cl 20.860 7.827 12.706
H 18.058 8.104 12.640
H 18.301 9.753 13.133
H 20.418 9.956 11.805
H 19.973 8.583 10.712
```



Copy entry 1 word for word.
Formula: C2H18N2O5
Source: OMol25
Level of theory: ωB97M-V/def2-TZVPD

Output
Spin multiplicity   1
HOMO level   -9.70 eV
E_tot   -15583.3182 eV
Relative energy (zero: lowest compared OMol25 entry of this formula, charge and spin)   29.2 kJ/mol
Charge   0

```
27
C2H18N2O5, DFT ωB97M-V/def2-TZVPD
C 1.450 -0.696 1.803
C 1.388 -1.159 0.340
N 0.184 -1.926 -0.047
N 1.699 0.742 1.870
H 0.481 -0.888 2.265
H 2.229 -1.249 2.338
H 1.326 -0.237 -0.244
H 2.261 -1.672 -0.060
H -0.680 -1.533 0.259
H 0.241 -2.851 0.366
H 1.270 1.273 2.610
H 2.689 0.930 1.849
H 0.785 1.921 -1.111
H 0.871 2.062 0.383
O 0.717 2.589 -0.420
H 0.369 -1.237 -3.102
H 0.123 -1.349 -1.654
O -0.022 -0.695 -2.406
H -1.899 -0.817 -1.558
H -3.371 -0.731 -1.076
O -2.778 -1.214 -1.652
H -1.453 1.219 -0.700
H -1.190 1.374 -2.182
O -1.909 1.315 -1.545
H -1.991 2.249 1.056
H -1.569 0.840 1.282
O -1.223 1.738 1.338
```



Question: Which value of charge does entry 2 give?
Answer: 0